(1)
DFT (ωB97M-V/def2-TZVPD) results for a structure of composition C35H77N4O4P2RhS5.

Results
2S+1: 5
Frontier orbital gap (alpha / beta): 0.3224 / 0.2002 hartree
Relative energy (zero: lowest compared OMol25 entry of this formula, charge and spin): 1.275 eV
Total charge: +2
HOMO energy (alpha / beta): -12.343 / -12.746 eV
Strongest force on any atom: 0.010 hartree/bohr
⟨S²⟩: 6.016
LUMO energy (alpha / beta): -3.6 / -7.3 eV

Last column: Mulliken spin population.
Atoms and positions in Å:
1 Rh -0.30 -0.03 0.04  2.1677
2 C 0.55 4.80 -1.53  0.0019
3 C 1.31 4.05 -0.44  0.0262
4 S 0.55 2.61 0.36  0.0867
5 C -0.98 3.24 1.04  -0.0230
6 C -2.15 3.23 0.05  0.0108
7 S -2.32 1.67 -0.86  0.1014
8 C -1.37 1.85 -2.41  0.0206
9 C -1.30 3.23 -3.07  0.0090
10 S 0.35 3.97 -3.12  0.0007
11 H 1.14 5.69 -1.76  0.0006
12 H -0.41 5.18 -1.19  -0.0005
13 H 1.55 4.74 0.37  0.0041
14 H 2.25 3.67 -0.84  0.0014
15 H -0.82 4.24 1.45  -0.0004
16 H -1.21 2.57 1.87  0.0082
17 H -2.07 4.04 -0.66  0.0005
18 H -3.09 3.36 0.57  -0.0015
19 H -1.86 1.14 -3.08  -0.0080
20 H -0.35 1.49 -2.24  -0.0158
21 H -2.00 3.95 -2.64  -0.0038
22 H -1.58 3.15 -4.11  0.0019
23 C 4.75 0.55 1.42  0.0009
24 C 3.58 1.33 0.87  0.0222
25 O 3.14 0.80 -0.40  0.0011
26 P 2.05 -0.37 -0.54  0.1419
27 O 2.13 -0.64 -2.10  0.0024
28 C 2.46 0.32 -3.13  -0.0058
29 C 3.92 0.25 -3.48  -0.0003
30 O 2.67 -1.67 0.11  0.0110
31 C 3.91 -2.28 -0.36  0.0075
32 C 4.39 -3.24 0.69  -0.0009
33 H 5.11 1.03 2.33  0.0001
34 H 5.58 0.52 0.71  -0.0011
35 H 4.46 -0.47 1.67  0.0011
36 H 3.87 2.36 0.66  0.0009
37 H 2.74 1.36 1.56  -0.0097
38 H 2.16 1.32 -2.80  0.0007
39 H 1.84 0.04 -3.98  -0.0003
40 H 4.55 0.56 -2.64  -0.0001
41 H 4.12 0.92 -4.32  0.0004
42 H 4.20 -0.76 -3.77  -0.0004
43 H 4.63 -1.49 -0.56  0.0006
44 H 3.68 -2.79 -1.29  0.0005
45 H 4.71 -2.73 1.60  0.0000
46 H 5.24 -3.81 0.31  0.0006
47 H 3.60 -3.94 0.95  0.0006
48 C -0.05 3.15 5.31  0.0001
49 C 0.04 1.72 5.82  0.0015
50 C -0.42 0.67 4.81  0.0059
51 S 0.62 0.64 3.35  -0.0086
52 O -0.16 -0.20 2.33  0.0194
53 C 2.01 -0.39 3.94  0.0034
54 C 1.89 -1.86 3.56  -0.0084
55 C 0.88 -2.64 4.39  0.0023
56 H 0.23 3.86 6.09  0.0000
57 H -1.07 3.39 5.01  0.0000
58 H 0.60 3.33 4.45  -0.0001
59 H -0.59 1.61 6.71  0.0004
60 H 1.06 1.50 6.15  0.0000
61 H -1.41 0.91 4.43  -0.0003
62 H -0.44 -0.33 5.23  -0.0002
63 H 2.05 -0.25 5.03  0.0004
64 H 2.90 0.06 3.51  -0.0034
65 H 2.89 -2.29 3.69  0.0009
66 H 1.65 -1.94 2.50  0.0073
67 H 1.08 -2.54 5.46  0.0002
68 H 0.92 -3.70 4.16  0.0000
69 H -0.14 -2.30 4.20  -0.0002
70 C 1.44 -6.05 -1.50  -0.0007
71 S 1.10 -4.29 -1.39  0.0250
72 C 0.65 -4.17 0.34  0.0043
73 H 2.24 -6.34 -0.82  0.0015
74 H 1.75 -6.26 -2.52  0.0003
75 H 0.55 -6.65 -1.28  0.0004
76 H -0.23 -4.78 0.56  0.0023
77 H 0.42 -3.12 0.54  -0.0002
78 H 1.47 -4.49 0.99  0.0015
79 N -1.45 -1.43 -0.77  0.4018
80 P -2.82 -1.92 -0.27  -0.0700
81 N -4.13 -1.29 -1.04  0.1317
82 C -3.98 -0.83 -2.43  0.0078
83 C -4.92 -1.58 -3.37  0.0101
84 C -6.36 -1.42 -2.91  0.0022
85 C -6.51 -1.90 -1.47  0.0080
86 C -5.51 -1.23 -0.54  -0.0189
87 N -2.98 -3.62 -0.69  0.7266
88 C -2.39 -4.09 -1.91  -0.0229
89 C -2.88 -5.47 -2.32  0.0022
90 C -2.77 -6.42 -1.13  -0.0008
91 C -3.58 -5.90 0.08  0.0428
92 C -4.05 -4.46 -0.14  -0.0734
93 N -3.23 -1.93 1.32  0.0079
94 C -2.50 -2.82 2.23  0.0037
95 C -3.34 -3.10 3.46  0.0029
96 C -3.73 -1.80 4.16  0.0015
97 C -4.39 -0.83 3.18  -0.0029
98 C -3.52 -0.63 1.94  0.0102
99 H -2.93 -0.93 -2.72  -0.0049
100 H -4.23 0.24 -2.45  0.0138
101 H -4.64 -2.64 -3.39  -0.0021
102 H -4.79 -1.19 -4.38  0.0008
103 H -7.04 -1.97 -3.56  -0.0001
104 H -6.64 -0.37 -2.97  0.0004
105 H -6.39 -2.99 -1.43  0.0008
106 H -7.51 -1.69 -1.10  -0.0001
107 H -5.54 -1.66 0.46  0.0032
108 H -5.76 -0.16 -0.45  0.0096
109 H -1.28 -4.10 -1.81  0.0627
110 H -2.56 -3.33 -2.69  0.0417
111 H -2.26 -5.81 -3.14  -0.0005
112 H -3.91 -5.43 -2.69  0.0058
113 H -1.72 -6.51 -0.85  0.0034
114 H -3.11 -7.42 -1.41  0.0009
115 H -3.00 -5.96 0.99  -0.0058
116 H -4.48 -6.50 0.24  0.0007
117 H -4.42 -4.00 0.78  0.0034
118 H -4.85 -4.44 -0.88  0.0816
119 H -1.57 -2.32 2.52  0.0122
120 H -2.22 -3.74 1.72  -0.0199
121 H -2.78 -3.75 4.14  0.0003
122 H -4.25 -3.64 3.17  -0.0001
123 H -2.83 -1.34 4.58  0.0007
124 H -4.39 -2.00 4.99  0.0000
125 H -4.55 0.14 3.66  0.0002
126 H -5.36 -1.21 2.88  -0.0004
127 H -2.57 -0.16 2.23  0.0010
128 H -4.01 0.02 1.22  0.0030

---

(2)
DFT (ωB97M-V/def2-TZVPD) results for the molecule C4H5FO2 at a distorted geometry.

Results
Frontier orbital gap: 0.3938 hartree
Relative energy (zero: lowest compared OMol25 entry of this formula, charge and spin): 2.214 eV
Total charge: 0
HOMO energy: -9.952 eV
Strongest force on any atom: 0.096 hartree/bohr
SMILES string: O=C[C@@H]1C[C@@]1(O)F
LUMO energy: 0.8 eV

Last column: Löwdin charge in e.
Atoms and positions in Å:
1 C 0.28 -0.27 0.64  -0.1426
2 C 1.60 0.42 0.76  -0.2317
3 C -0.19 -0.59 -0.67  -0.0404
4 C -0.94 0.41 0.01  -0.5090
5 O 2.41 0.65 -0.10  0.0748
6 O -0.97 1.72 -0.30  0.1482
7 F -2.15 0.13 0.64  0.0487
8 H 0.08 -0.89 1.52  0.1607
9 H 1.83 0.59 1.81  0.1154
10 H 0.28 0.00 -1.56  0.1768
11 H -0.40 -1.64 -0.87  0.1300
12 H -1.53 2.00 -0.93  0.0691